# 1
{
  "formula": "C12H13ClO2Ti",
  "method": "the ωB97M-V functional and the def2-TZVPD basis",
  "spin_multiplicity": 3,
  "charge": -2,
  "e_homo_ev": [1.224, 0.494],
  "homo_lumo_gap_ev": [3.9, 4.6],
  "s_squared": 2.00,
  "lumo_energy_ev": [5.10, 5.06],
  "species": ["H", "H", "H", "C", "H", "C", "C", "C", "H", "H", "H", "H", "C", "C", "H", "H", "C", "O", "H", "C", "C", "C", "O", "C", "H", "Cl", "Ti", "H", "C"],
  "positions_angstrom": [[1.742716, -0.561337, -3.682439], [2.825159, 1.623615, -2.498249], [2.511187, -2.373428, -0.141940], [0.284595, -2.109851, -0.098822], [-0.210265, -1.636443, 3.187279], [1.764267, 1.369066, -2.524579], [-0.224846, 0.299312, -3.009574], [1.194152, 0.218307, -3.149485], [0.792233, 3.120412, -1.494692], [-0.952027, -0.402359, -3.421026], [0.002288, -2.284034, -1.119220], [-3.084653, 1.996133, 2.682005], [1.545462, -2.020868, 1.850833], [-2.381005, 1.152064, 2.566716], [-2.891240, 0.172029, 2.750050], [-1.673247, -2.012715, 0.999768], [1.615337, -2.195937, 0.437850], [-2.697117, 1.551676, 0.224617], [2.310605, -2.272930, 2.575488], [0.192799, -1.674976, 2.186772], [-0.598238, -1.869741, 0.996505], [-0.530329, 1.492283, -2.286151], [-0.763820, 0.713396, 0.836186], [-1.964498, 1.146286, 1.118923], [-1.524763, 1.849675, -2.021019], [2.687019, 1.389967, 0.960351], [0.879109, -0.052377, 0.772494], [-1.547979, 1.216190, 3.297613], [0.697087, 2.156580, -1.996256]],
  "atomic_forces_ev_per_a": [[-0.1, 0.1, 0.2], [-0.3, -0.1, 0.1], [-0.1, 0.0, 0.0], [-0.2, -0.6, 1.3], [0.0, 0.2, 0.1], [-0.6, -0.2, -0.3], [0.4, 0.6, 0.2], [-0.3, 0.6, 0.2], [0.0, -0.3, 0.0], [0.1, 0.1, 0.2], [0.0, 0.2, -0.2], [0.2, -0.6, 0.2], [-0.3, 0.2, -0.2], [-0.4, -0.4, 0.7], [0.2, 0.8, 0.0], [0.1, 0.8, -0.3], [-0.5, -0.4, 0.1], [-0.9, 0.1, 0.9], [0.2, 0.5, -0.1], [-0.1, -1.7, -0.7], [1.2, -1.1, 0.0], [0.6, -0.2, -0.6], [-3.9, 2.5, 1.0], [2.0, 0.0, -1.9], [0.3, -0.2, 0.1], [0.9, 0.7, 0.3], [2.0, -1.1, -0.1], [-0.3, 0.0, -0.7], [-0.2, -0.6, -0.5]],
  "lowdin_spin": [0.000, 0.000, 0.005, 0.037, 0.009, 0.008, 0.004, 0.007, 0.000, 0.000, 0.007, 0.000, 0.069, 0.004, 0.001, 0.001, 0.048, 0.006, 0.010, 0.053, 0.029, 0.002, 0.050, 0.010, 0.000, 0.048, 1.586, 0.002, 0.003]
}

=====

# 2
{
  "formula": "C12H13ClOSn",
  "method": "the ωB97M-V functional and the def2-TZVPD basis",
  "charge": -2,
  "e_homo_ev": 1.827,
  "homo_lumo_gap_ev": 3.8,
  "lumo_energy_ev": 5.65,
  "species": ["C", "Cl", "H", "H", "C", "C", "H", "H", "H", "C", "H", "C", "Sn", "H", "H", "H", "C", "C", "C", "H", "H", "H", "C", "O", "H", "C", "C", "C"],
  "positions_angstrom": [[2.400341, -0.038317, 0.095592], [0.239316, -3.017040, 1.783494], [-1.791082, -2.301267, -2.105978], [-2.874216, 0.700751, 0.920652], [-1.704194, -0.071355, -2.135223], [-0.013673, 0.712862, 3.514409], [1.915936, -0.972767, -3.100869], [-1.408724, 0.151823, -3.154586], [2.405085, -2.147621, -0.709043], [2.163074, 1.218702, -0.567215], [2.660880, -0.176930, 1.143894], [-1.887783, -1.350502, -1.586782], [-0.295784, -0.958509, 0.830060], [0.961171, 0.232833, 3.700330], [-2.123225, 1.979598, -1.337124], [-2.748175, -1.975103, 0.422848], [-2.464456, 0.247132, 0.025892], [2.308566, -1.087718, -0.912354], [-2.331271, -1.199386, -0.209961], [2.165796, 2.177394, -0.071573], [-0.106895, 1.646637, 4.107463], [-0.824506, 0.010596, 3.777218], [1.945623, 0.953447, -1.950077], [-0.145432, 2.093025, 1.479843], [1.724805, 1.697624, -2.697969], [-0.114223, 1.034257, 2.069491], [2.021989, -0.460955, -2.163864], [-2.078946, 0.900795, -1.168578]],
  "atomic_forces_ev_per_a": [[0.1, 0.1, -1.7], [0.4, -3.1, 2.2], [0.3, 0.2, 0.2], [0.2, 0.0, -0.1], [-0.6, -0.5, 0.6], [0.2, 1.5, 1.1], [-0.2, -0.1, -0.3], [0.2, -0.1, 0.2], [-0.1, 0.1, -0.1], [0.4, -1.6, -0.3], [-0.1, 0.0, -0.1], [-1.2, 0.4, 0.5], [2.4, 2.9, -2.9], [-0.3, 0.0, 0.0], [0.3, -0.4, 0.2], [0.0, 0.0, -0.1], [-0.9, -0.8, -1.4], [0.3, 1.7, 0.0], [-1.5, 1.2, -1.6], [-0.1, 0.1, -0.1], [0.1, -0.2, 0.4], [0.4, 0.2, -0.1], [0.2, -0.8, 1.0], [0.3, 0.2, 1.4], [-0.1, 0.1, -0.2], [-1.1, -1.3, -1.2], [0.5, 0.4, 1.6], [0.0, -0.3, 0.7]],
  "mulliken_charge": [-0.845, -0.482, 0.365, 0.571, -0.391, -1.526, 0.441, 0.437, 0.453, -0.406, 0.646, -0.697, 0.549, 0.246, 0.353, 0.647, -0.973, -0.699, -0.522, 0.365, 0.508, 0.251, -0.747, -0.492, 0.400, 0.438, -0.436, -0.457]
}

=====

# 3
{
  "formula": "C12H13CrN3O5",
  "method": "the ωB97M-V functional and the def2-TZVPD basis",
  "spin_multiplicity": 5,
  "charge": 0,
  "e_homo_ev": [-8.030, -9.396],
  "homo_lumo_gap_ev": [6.8, 8.1],
  "e_above_lowest_kj_mol": 2.25,
  "s_squared": 6.01,
  "lumo_energy_ev": [-1.21, -1.33],
  "species": ["C", "C", "N", "C", "Cr", "H", "H", "C", "O", "C", "C", "C", "O", "O", "C", "C", "H", "N", "H", "H", "H", "H", "H", "H", "H", "C", "C", "O", "O", "H", "C", "H", "N", "H"],
  "positions_angstrom": [[2.872865, 0.374601, -1.679620], [2.806972, -1.138788, -1.933127], [1.512862, 0.873695, -1.419012], [-1.854140, -0.366582, 3.499180], [0.707382, -0.712662, 0.011546], [-4.052867, -2.052662, 1.542842], [-1.262271, 0.802396, -1.673309], [-3.151916, -1.547773, 1.857631], [1.644802, 0.497242, 1.238148], [-3.029290, -1.007811, 3.133277], [1.493990, 2.072649, -0.585920], [-2.081826, -1.422359, 0.995217], [2.140265, 2.640942, 1.631104], [2.082820, -1.771890, -1.064745], [-4.121200, -1.113162, 4.069793], [-0.831824, -0.284521, 2.570372], [0.109011, 0.205632, 2.786533], [-0.943644, -0.803710, 1.339591], [0.520196, 1.911864, -2.996592], [-1.226460, 0.115577, -3.303767], [2.188234, 2.844352, -0.932748], [1.215143, 0.354893, -3.417810], [3.474126, 0.546336, -0.785372], [3.339370, 0.885181, -2.526092], [0.097606, -1.625098, -2.276193], [1.802621, 1.744418, 0.889770], [0.686372, 0.893845, -2.627615], [-0.503265, -1.068492, -1.751777], [3.376750, -1.625056, -2.891492], [-2.122000, -1.823408, -0.008852], [-0.659481, 0.227491, -2.378386], [-1.728757, 0.063229, 4.481762], [-4.991803, -1.196128, 4.813185], [0.489356, 2.505757, -0.607522]],
  "atomic_forces_ev_per_a": [[0.0, 0.1, 0.0], [0.1, -0.1, 0.0], [0.1, -0.1, 0.1], [0.1, 0.0, -0.1], [0.2, 0.0, -0.1], [0.0, 0.0, 0.0], [0.0, 0.0, 0.0], [0.1, 0.0, -0.1], [0.0, 0.0, 0.0], [-0.2, 0.0, 0.1], [-0.1, 0.0, 0.0], [0.0, 0.0, 0.1], [-0.1, 0.0, 0.0], [-0.1, 0.1, 0.0], [0.1, 0.0, -0.1], [-0.1, 0.0, 0.0], [0.0, 0.0, 0.0], [0.0, 0.0, 0.0], [0.0, 0.0, 0.0], [0.0, 0.0, 0.0], [0.0, 0.0, 0.0], [0.0, 0.0, 0.0], [0.0, 0.0, 0.0], [0.0, 0.0, 0.0], [0.0, 0.0, 0.0], [0.1, -0.1, 0.1], [0.0, 0.0, 0.0], [0.0, -0.1, 0.0], [0.0, 0.0, 0.0], [0.0, 0.0, 0.0], [0.0, 0.0, 0.0], [0.0, 0.0, 0.0], [0.0, 0.0, 0.0], [0.0, 0.0, 0.0]],
  "lowdin_spin": [0.004, 0.008, 0.031, -0.004, 3.708, -0.001, 0.003, -0.004, 0.040, 0.016, 0.007, 0.022, 0.007, 0.041, 0.002, 0.023, 0.001, 0.022, 0.001, 0.000, 0.001, 0.000, 0.000, 0.001, 0.003, 0.009, 0.004, 0.027, 0.009, 0.002, 0.008, 0.000, 0.008, 0.001]
}

=====

Number 1: E -52387.7223 eV. Number 2: E -33052.2033 eV. Number 3: E -55785.7594 eV.